This record from OMol25 describes C37H38IrN8O as an isolated structure. The level of theory is ωB97M-V/def2-TZVPD.

Values from the calculation:
spin multiplicity	2
net charge	+4
strongest force on any atom	0.12	eV/Å
ΔE to the lowest compared entry with this formula, charge and spin	0.0	kcal/mol

XYZ file:
```
85
Properties=species:S:1:pos:R:3:forces:R:3:lowdin_charge:R:1
Ir -0.7198 0.0470 1.4518 0.122 -0.019 -0.008 1.44
N -0.5027 -4.1383 2.6033 0.000 -0.001 -0.003 0.17
C -0.7351 -3.0522 1.9050 -0.006 0.006 -0.001 -0.09
N -0.4398 -1.8329 2.3240 0.011 0.013 0.013 -0.02
C 0.2306 -1.6835 3.5540 0.001 0.020 -0.017 -0.25
N 0.6594 -0.5137 3.9351 -0.006 -0.010 -0.007 0.12
N 0.3630 0.4688 3.0395 -0.043 -0.023 0.021 -0.18
C 0.6454 1.7003 3.2675 0.001 0.003 0.008 0.01
C 0.2737 2.6404 2.2204 -0.003 0.008 -0.005 -0.22
C 0.6205 3.9756 2.2690 0.000 -0.007 0.007 0.05
C 0.3243 4.7901 1.1803 0.002 0.003 -0.005 0.02
C -0.2763 4.2224 0.0724 0.003 0.008 -0.001 0.02
C -0.6158 2.8758 0.0962 0.002 -0.011 0.004 -0.09
N -0.3870 2.0987 1.1547 -0.007 0.001 -0.028 -0.04
C 0.4535 -2.8480 4.3751 -0.007 -0.008 0.006 -0.08
C 1.0403 -2.7700 5.6461 0.005 0.000 0.000 0.02
C 1.2275 -3.9200 6.3794 -0.001 0.007 0.001 0.00
C 0.8397 -5.1622 5.8639 -0.005 -0.002 -0.005 0.01
C 0.2622 -5.2633 4.6127 0.003 -0.004 0.002 0.03
C 0.0733 -4.1009 3.8807 0.005 0.000 0.005 -0.15
H -0.7617 -5.0364 2.2118 0.000 0.001 0.001 0.19
H -1.1906 -3.1774 0.9320 0.000 0.002 -0.001 0.15
H 1.1453 1.9881 4.1855 0.001 0.001 -0.001 0.17
H 1.1271 4.3677 3.1412 0.000 0.000 0.000 0.14
H 0.5809 5.8411 1.1964 -0.001 0.000 0.000 0.14
H -0.4945 4.8072 -0.8102 0.000 0.000 0.000 0.14
H -1.0812 2.4128 -0.7615 -0.008 -0.005 0.001 0.11
H 1.3352 -1.8067 6.0371 0.000 0.000 0.001 0.13
H 1.6758 -3.8664 7.3617 0.000 0.001 0.000 0.13
H 0.9915 -6.0572 6.4523 0.001 -0.001 -0.002 0.14
H -0.0379 -6.2253 4.2160 0.000 0.000 0.000 0.14
C -2.7956 1.3928 4.8570 0.002 0.002 -0.003 -0.05
C -3.4180 2.0683 3.6416 -0.005 0.002 0.001 -0.36
C -4.9462 2.2342 3.8359 0.006 -0.002 0.000 -0.01
C -3.2138 1.3499 2.3470 -0.011 0.019 -0.017 -0.15
C -3.4841 2.0238 1.1232 0.006 -0.004 0.011 0.00
C -3.2584 1.4108 -0.0677 0.015 -0.006 0.008 -0.01
C -2.7952 0.0470 -0.1570 -0.066 -0.015 0.016 -0.29
C -2.7034 -0.6066 -1.5062 0.001 0.005 0.010 -0.02
C -2.8008 -0.6870 1.0260 -0.021 0.045 -0.015 -0.17
C -2.8617 -0.0132 2.2891 -0.012 -0.037 -0.006 -0.13
H -2.8864 2.0481 5.7215 0.000 -0.001 0.001 0.10
H -1.7344 1.1701 4.7182 -0.001 -0.001 0.003 0.06
H -3.3126 0.4655 5.1107 0.000 0.000 0.000 0.10
H -2.9984 3.0737 3.5195 0.002 -0.001 0.000 0.15
H -5.4270 1.2603 3.9355 -0.002 0.001 0.000 0.10
H -5.4156 2.7733 3.0146 0.000 0.000 0.000 0.09
H -5.1210 2.7960 4.7521 0.000 -0.001 0.000 0.11
H -3.8562 3.0404 1.1562 0.002 0.001 0.002 0.15
H -3.4553 1.9402 -0.9938 0.000 -0.001 -0.003 0.15
H -2.2500 -1.5956 -1.4479 0.002 0.001 -0.008 0.09
H -2.1375 0.0044 -2.2115 0.006 0.001 0.000 0.07
H -3.7065 -0.7222 -1.9226 -0.004 -0.001 0.001 0.12
H -2.7983 -1.7673 0.9922 -0.006 -0.005 0.001 0.11
H -2.8850 -0.5966 3.2008 -0.001 0.003 0.003 0.13
C 4.0689 -1.1046 -9.5537 0.007 -0.003 0.001 0.01
C 3.3256 -0.5263 -8.4198 -0.003 -0.003 0.007 -0.16
C 2.6784 0.7339 -8.5205 -0.002 0.000 -0.001 0.04
C 1.9834 1.2442 -7.4708 0.000 0.001 -0.003 0.05
C 1.9052 0.5279 -6.2352 -0.001 0.000 0.004 -0.16
N 1.1922 1.1183 -5.2391 0.014 0.001 -0.006 0.20
C 0.9898 0.8347 -3.8670 -0.033 -0.011 0.011 -0.44
O -0.0213 1.2294 -3.3372 0.016 -0.003 0.004 0.11
N 2.0004 0.1815 -3.2160 0.003 0.003 -0.001 0.17
C 2.0341 -0.0787 -1.8325 0.009 -0.006 -0.016 -0.15
C 3.2473 -0.4727 -1.2669 -0.004 0.002 -0.003 0.05
C 3.3110 -0.7376 0.0843 -0.007 -0.002 0.013 0.01
C 2.1742 -0.5965 0.8602 0.010 0.004 0.004 -0.08
N 1.0077 -0.2226 0.3209 0.015 0.018 -0.001 -0.08
C 0.9250 0.0231 -1.0005 0.003 0.001 0.002 -0.03
C 2.5234 -0.7496 -6.1279 0.001 0.002 0.002 0.02
C 3.2079 -1.2499 -7.1923 0.002 0.004 -0.006 0.04
H 4.2430 -0.3879 -10.3515 0.000 0.000 0.000 0.11
H 3.4886 -1.9423 -9.9665 -0.002 0.002 -0.002 0.13
H 5.0155 -1.5394 -9.2231 -0.002 -0.001 -0.001 0.12
H 2.7489 1.2897 -9.4464 0.000 0.000 0.000 0.15
H 1.4993 2.2103 -7.5515 -0.001 0.000 -0.001 0.14
H 0.6028 1.8961 -5.5176 0.000 0.000 0.000 0.18
H 2.8844 0.0894 -3.6947 0.004 -0.002 -0.005 0.15
H 4.1373 -0.5664 -1.8782 -0.001 0.001 -0.002 0.14
H 4.2395 -1.0401 0.5479 0.000 -0.001 -0.001 0.14
H 2.2018 -0.7775 1.9249 0.003 -0.005 -0.001 0.11
H -0.0378 0.3066 -1.3878 -0.013 0.004 0.000 0.08
H 2.3979 -1.3527 -5.2401 -0.001 0.002 0.008 0.12
H 3.6601 -2.2317 -7.1290 0.000 0.000 0.000 0.14
```
Positions in Å, forces in eV/Å.



This record from OMol25 describes a 2-piece molecular cluster, C4H8OS overall at a distorted geometry. The level of theory is ωB97M-V/def2-TZVPD.

Values from the calculation:
strongest force on any atom	7.43	eV/Å
ΔE to the lowest compared entry with this formula, charge and spin	97.3	kcal/mol

XYZ file:
```
14
Properties=species:S:1:pos:R:3:forces:R:3:lowdin_charge:R:1
C 1.4142 0.4591 0.7784 0.467 -1.583 3.350 -0.37
C 2.1646 -0.3890 1.5298 0.053 0.291 -2.992 -0.03
C -2.5526 -0.1847 -1.2060 -1.200 1.576 -1.273 -0.08
C -2.0884 -0.2760 0.0039 -0.097 -1.214 -0.251 -0.11
O 1.1002 1.6090 -1.4113 -0.302 6.692 -3.217 -0.54
S 1.0317 0.3057 -0.9623 1.272 -5.509 3.189 0.80
H 0.9282 1.2008 1.3953 -0.809 0.447 -0.660 0.07
H 2.7904 -1.0342 0.9217 0.017 -0.622 0.228 0.04
H 2.3189 -0.5097 2.5843 -0.318 0.695 0.365 0.05
H -3.3570 0.5086 -1.5017 0.573 -0.159 0.271 0.07
H -2.0940 -0.6901 -2.0037 0.257 -1.049 -0.964 0.03
H -2.5023 0.3374 0.7310 -0.453 0.724 1.685 0.03
H -1.4750 -1.1293 0.2034 0.812 0.130 0.598 0.05
H 2.3211 -0.2076 -1.0627 -0.270 -0.422 -0.328 0.00
```
Positions in Å, forces in eV/Å.



This record from OMol25 describes a 2-piece molecular cluster, CO4S2 overall at a distorted geometry. The level of theory is ωB97M-V/def2-TZVPD.

Values from the calculation:
strongest force on any atom	2.77	eV/Å
ΔE to the lowest compared entry with this formula, charge and spin	4.8	kcal/mol
SMILES	O=S(=O)=S.O=C=O

XYZ file:
```
7
Properties=species:S:1:pos:R:3:forces:R:3:lowdin_charge:R:1
O -2.6917 0.3443 -0.6811 -0.012 -0.508 -0.436 -0.32
S -1.3358 -0.0988 -0.6982 0.498 0.485 0.911 0.34
O -0.3945 0.7510 -0.0190 -0.959 0.144 -1.139 -0.36
S -0.7357 -1.7312 -1.3969 -0.401 0.450 -0.026 0.44
O 1.0877 -0.6348 1.3325 0.320 0.332 0.201 0.15
C 1.6702 0.2853 0.9144 -0.041 -2.503 1.186 -0.48
O 2.3998 1.0842 0.5483 0.595 1.599 -0.696 0.23
```
Positions in Å, forces in eV/Å.



Which of these has the highest ΔE to the lowest compared entry with this formula, charge and spin? C4H8OS



Which of these has the lowest ΔE to the lowest compared entry with this formula, charge and spin? C37H38IrN8O



Number 3 is which compound? CO4S2



Look up the ΔE to the lowest compared entry with this formula, charge and spin of the second one. 97.3 kcal/mol